# 1
Computed, not measured: a 2-piece molecular cluster, C3H3NOS2 overall at a distorted geometry, with ωB97M-V with the def2-TZVPD basis set.

2S+1 = 3
M = 133.197 u
Kohn-Sham gap (alpha / beta) = 7.52 / 5.19 eV
E = -1042.25925 hartree
ΔE to the lowest compared entry with this formula, charge and spin = 62.7 kcal/mol
Total charge = 0

Last column: Mulliken spin population.
CARTESIAN COORDINATES (ANGSTROEM)
C 1.554639 -0.452161 0.036740  0.009
C 0.960969 -1.102128 -0.883860  -0.021
C 1.847528 0.416816 0.997648  0.013
N -2.257120 0.282343 -0.385277  0.364
O 0.410292 -1.851280 -1.590510  0.021
S -0.852772 0.942682 -0.991627  0.810
S -3.166262 0.889660 0.835352  0.830
H 2.705354 0.992440 1.121254  0.000
H 1.387344 0.262598 1.979377  0.000
H -2.589976 -0.380969 -1.119093  -0.025

Force components x, y, z for each atom (eV/Å):
0.420 1.752 0.345
-0.024 -0.901 0.822
-0.784 -2.795 0.821
0.009 -1.863 -2.962
0.008 -0.147 -0.767
-0.641 1.465 0.998
0.532 0.541 0.178
1.413 1.317 -0.730
-0.494 0.251 -0.266
-0.439 0.379 1.560



# 2
Computed, not measured: one molecule with the formula C6H16N2, with ωB97M-V with the def2-TZVPD basis set.

2S+1 = 1
M = 116.208 u
Kohn-Sham gap = 9.60 eV
Structure (SMILES) = CC[C@@H](C)NCCN
E = -347.70031 hartree
ΔE to the lowest compared entry with this formula, charge and spin = 15.4 kcal/mol
Total charge = 0

Last column: natural (NBO) charge in e.
CARTESIAN COORDINATES (ANGSTROEM)
C 2.182342 0.572876 2.480080  -0.604
C 1.413310 -0.410516 1.620154  -0.396
C 0.768100 0.247070 0.363379  -0.044
C 1.544711 -0.083273 -0.934432  -0.642
N -0.647139 -0.095345 0.308500  -0.633
C -1.409908 0.705564 -0.636630  -0.218
C -2.630900 -0.049080 -1.120913  -0.227
N -2.230040 -1.181871 -1.959066  -0.845
H 2.921627 1.096748 1.889010  0.201
H 1.509461 1.295245 2.944124  0.204
H 2.661169 0.084526 3.320696  0.208
H 2.055316 -1.238772 1.294077  0.187
H 0.587949 -0.877776 2.153459  0.215
H 0.826646 1.322908 0.535342  0.178
H 2.149245 0.768133 -1.264288  0.208
H 2.201826 -0.934737 -0.769909  0.206
H 0.885539 -0.277933 -1.783017  0.212
H -0.736766 -1.080632 0.065480  0.362
H -1.731358 1.609620 -0.112946  0.190
H -0.801373 0.974763 -1.511911  0.162
H -3.193555 -0.416717 -0.261313  0.195
H -3.267554 0.689391 -1.636872  0.170
H -2.062951 -0.877340 -2.912564  0.353
H -2.995696 -1.842853 -2.070440  0.359

Force components x, y, z for each atom (eV/Å):
-0.441 -0.157 0.339
-0.339 -0.303 -0.789
0.394 -0.121 0.326
0.059 0.523 -0.021
-0.063 -0.274 0.025
0.147 -0.400 0.338
-0.148 0.472 -0.207
-0.437 -0.272 -0.313
0.269 0.193 -0.046
-0.072 0.185 -0.246
0.335 -0.213 0.040
0.058 0.174 0.122
0.022 0.090 0.352
-0.171 0.157 -0.094
0.173 -0.145 0.178
-0.009 -0.080 -0.222
-0.096 -0.240 0.173
-0.008 0.150 -0.114
0.056 0.166 -0.227
-0.113 0.210 -0.028
0.048 -0.064 0.005
-0.038 -0.298 0.009
0.269 0.181 0.102
0.106 0.065 0.301



# 3
Computed, not measured: a 2-piece molecular cluster, C4H5F3O overall at a distorted geometry, with ωB97M-V with the def2-TZVPD basis set.

2S+1 = 3
M = 126.077 u
Kohn-Sham gap (alpha / beta) = 8.58 / 8.84 eV
E = -530.02557 hartree
ΔE to the lowest compared entry with this formula, charge and spin = 47.1 kcal/mol
Total charge = 0

Last column: Mulliken spin population.
CARTESIAN COORDINATES (ANGSTROEM)
C 1.396033 0.632647 0.572318  -0.015
C 0.614123 -0.548434 0.786482  0.856
C 1.480342 -0.441162 -0.428382  0.014
C -1.942703 -0.095317 0.034258  0.791
O -1.639624 1.089844 -0.483285  0.077
F 2.567374 -1.191337 -0.505162  0.019
F -3.032329 -0.162055 0.887284  0.066
F -2.311085 -1.058000 -1.028203  0.045
H 0.921976 1.650653 0.312503  0.049
H 2.256598 0.710976 1.292202  0.055
H 0.327783 -1.339599 1.520327  0.020
H 1.208666 -0.317094 -1.491269  0.005
H -1.847153 1.068880 -1.469076  0.020

Force components x, y, z for each atom (eV/Å):
0.801 2.730 1.628
0.127 -1.723 -0.870
-2.142 0.090 -0.646
-3.433 -2.134 -1.755
-0.615 -0.545 -1.073
2.390 -1.409 0.507
1.690 0.678 -0.933
1.198 2.089 2.044
0.719 -1.582 0.366
-0.589 0.300 -0.819
0.440 1.131 -0.747
-0.916 0.377 0.776
0.330 -0.001 1.521